Record 1
Entry from the OMol25 dataset: 2 unconnected molecules or ions with the total composition C8H18Si in a non-equilibrium geometry (wB97M-V/def2-TZVPD).

The geometry in XYZ format:
```
27
Properties=species:S:1:pos:R:3:forces:R:3
C -2.3698 -2.0590 -0.4707 -0.50 -0.29 0.74
C -1.2731 -1.3867 0.3808 1.98 -1.16 0.17
C 1.6028 -0.2467 2.3670 -0.14 0.15 2.06
C -1.2008 2.7540 1.8122 -1.35 -0.83 -1.96
C 1.1302 0.3794 -2.8405 2.13 0.16 -0.21
C 1.7354 -0.1156 0.8764 -0.58 -2.78 -1.14
C -1.2415 2.4479 0.5009 3.13 2.09 1.23
C 0.7034 -0.9064 -2.0667 -0.17 1.96 1.10
Si 0.3216 -0.8422 -0.1725 -1.76 -0.55 -0.24
H -3.0339 -1.1966 -0.6582 -0.26 -0.81 -0.67
H -2.9811 -2.8303 0.1227 0.96 1.18 -0.65
H -1.3657 -1.6123 1.4693 -0.02 0.61 -0.77
H 1.6591 -1.2938 2.8069 -0.23 0.84 -1.32
H 2.4544 0.2160 2.9080 -0.64 0.30 -0.31
H 0.6330 0.1409 2.7317 0.62 0.15 0.02
H -2.0529 -2.6153 -1.3995 -0.19 1.03 0.80
H -1.8194 2.1286 2.4364 0.00 0.10 0.48
H -0.7905 3.6390 2.2025 0.82 0.80 0.51
H 1.3522 0.0794 -3.8948 -0.23 0.24 0.68
H 0.4657 1.2805 -2.9250 0.42 -1.03 0.62
H 2.1977 0.6806 -2.4325 -2.21 -0.13 -0.69
H 2.5411 -0.8012 0.6356 0.41 -0.38 -0.45
H 2.0172 0.7211 0.2803 0.20 1.63 0.66
H -1.7039 1.5609 0.2680 -1.10 -1.79 -1.04
H -0.4968 2.9069 -0.2262 -1.49 -0.32 0.77
H 1.5305 -1.5527 -2.1196 1.53 -0.87 0.02
H -0.0150 -1.4764 -2.5924 -1.36 -0.29 -0.41
```
Positions in Å, forces in eV/Å.

Values from the calculation:
Structure (SMILES): CC=[Si](CC)CC.C=C
E_tot: -604.96115 hartree
Charge: 0
LUMO level: 0.8 eV


Record 2
Entry from the OMol25 dataset: a gas-phase ion, C3H5N (charge +1) in a non-equilibrium geometry (wB97M-V/def2-TZVPD).

The geometry in XYZ format:
```
9
Properties=species:S:1:pos:R:3:forces:R:3
C -0.3318 0.5437 0.2354 -0.22 0.29 0.02
C -1.2732 0.3465 1.2307 0.60 -1.73 0.78
C 1.3547 -0.4211 -0.9996 -0.69 -1.44 -0.17
N 0.1781 -0.4809 -0.4870 0.57 1.58 0.35
H 0.0165 1.5428 -0.0277 -0.23 0.00 0.02
H -1.6826 -0.6561 1.3464 -0.14 0.08 -0.39
H -1.4272 0.9188 2.1378 -0.05 0.90 -0.61
H 1.5556 -1.1813 -1.7523 0.23 0.29 -0.16
H 2.1509 0.2369 -0.6579 -0.07 0.03 0.16
```
Positions in Å, forces in eV/Å.

Values from the calculation:
E_tot: -171.67144 hartree
Charge: +1
Expectation value of S²: 0.77
LUMO level (alpha / beta): -6.1 / -8.6 eV
Spin multiplicity: 2


Record 3
Entry from the OMol25 dataset: C7H5Cl2NS in the gas phase in a non-equilibrium geometry (wB97M-V/def2-TZVPD).

The geometry in XYZ format:
```
16
Properties=species:S:1:pos:R:3:forces:R:3
C -2.0102 -0.4729 0.7104 -1.10 0.05 -0.68
C 1.6840 0.2460 -1.0194 2.34 -0.21 0.29
C 0.5238 0.8849 -1.5864 -0.63 0.38 0.37
C 1.6353 -0.6814 -0.0184 0.79 1.06 -0.35
C -0.6115 0.8764 -0.8943 -1.44 -1.62 0.64
C 0.3097 -1.1159 0.5141 0.88 1.08 -4.28
C -0.7224 -0.0721 0.3204 0.52 3.37 1.75
N -3.1213 -0.6604 0.8924 -0.88 -0.53 0.44
S -0.5499 1.4514 1.9283 0.13 -1.28 -0.22
Cl -2.1145 1.6448 -1.3655 1.00 -0.21 0.11
Cl -0.1806 -2.4823 -0.5956 -0.20 -0.38 0.30
H 2.6277 0.7063 -1.4941 -1.14 -1.41 1.17
H 0.6271 1.4555 -2.4992 -0.07 0.05 0.06
H 2.4760 -1.1752 0.5199 -0.36 0.74 -1.02
H 0.4226 -1.4658 1.4527 -0.23 -1.20 3.05
H -0.9957 0.8606 3.1348 0.37 0.11 -1.63
```
Positions in Å, forces in eV/Å.

Values from the calculation:
Structure (SMILES): N#C[C@]1(S)C(Cl)=CC=C[C@@H]1Cl
E_tot: -1642.96797 hartree
Charge: 0
LUMO level: -1.3 eV


Record 4
Entry from the OMol25 dataset: 11 unconnected molecules or ions with the total composition C12H46O12 (wB97M-V/def2-TZVPD).

The geometry in XYZ format:
```
70
Properties=species:S:1:pos:R:3:forces:R:3
C 0.9963 1.2416 -4.5536 -0.30 -0.16 -0.19
O 0.5969 2.5909 -4.7892 0.22 -0.13 0.18
H 1.7732 0.9324 -5.2536 0.09 -0.02 0.08
H 1.3629 1.1846 -3.5322 0.13 0.03 0.02
H 0.1460 0.5589 -4.6378 0.05 0.03 -0.01
H 0.1977 2.6464 -5.6597 -0.10 0.11 0.00
C -2.2577 -4.1211 0.4199 0.14 0.18 0.76
O -1.5604 -3.5995 1.5597 -0.17 -0.09 -0.61
H -1.6026 -4.1865 -0.4524 -0.08 0.04 -0.10
H -2.6006 -5.1241 0.6729 0.10 -0.02 0.00
H -3.1529 -3.5272 0.1985 0.15 0.06 -0.15
H -1.0527 -2.8194 1.2664 -0.09 -0.18 0.12
C 1.4344 4.4809 -1.8313 0.37 0.08 0.35
O 0.3730 3.6311 -2.1766 -0.29 -0.64 -0.28
H 2.3871 3.9423 -1.7572 -0.01 0.07 -0.13
H 1.5293 5.3103 -2.5326 0.06 0.05 0.00
H 1.2143 4.8749 -0.8383 -0.01 0.12 -0.08
H 0.5132 3.2551 -3.0671 -0.20 0.41 0.11
C -1.2688 -1.6598 -2.8311 -0.46 -0.04 0.09
O -1.5112 -2.8435 -3.5918 0.12 -0.03 0.16
H -1.3842 -1.8363 -1.7581 0.18 -0.03 0.04
H -0.2504 -1.3564 -3.0460 0.11 0.08 0.04
H -1.9660 -0.8623 -3.0994 0.13 0.09 -0.10
H -2.4230 -3.1115 -3.4463 0.01 -0.03 -0.01
C 1.6022 -4.2706 -1.2335 -0.63 -0.14 0.03
O 1.0369 -4.3721 -2.5308 0.09 0.00 -0.05
H 2.4388 -4.9637 -1.1776 0.12 0.07 -0.11
H 1.9347 -3.2557 -1.0097 0.09 0.02 0.01
H 0.8799 -4.5784 -0.4659 0.10 0.10 0.03
H 0.1718 -3.9408 -2.5631 0.12 -0.04 -0.03
C 0.0708 -1.9563 4.5596 0.26 0.54 0.17
O -0.9725 -1.5337 5.4402 0.00 -0.14 -0.34
H 0.8926 -2.3793 5.1456 0.01 -0.14 -0.16
H -0.2931 -2.6740 3.8293 -0.25 -0.14 0.20
H 0.4619 -1.1012 3.9936 0.02 -0.11 0.02
H -0.7744 -0.6315 5.6997 -0.06 -0.02 0.10
C 2.0657 2.3176 3.5956 -0.15 0.48 0.63
O 2.5024 2.6917 2.3019 -0.03 -0.01 -0.03
H 2.2467 3.1036 4.3480 0.05 -0.07 -0.28
H 0.9889 2.1082 3.6318 0.15 -0.22 -0.11
H 2.6399 1.4542 3.9197 -0.08 -0.17 -0.19
H 2.0540 3.5082 2.0609 0.03 -0.02 -0.01
C -1.7772 3.2878 2.0051 0.18 0.24 0.09
O -2.8707 3.7372 2.7810 -0.12 0.17 0.09
H -0.9311 3.0134 2.6500 -0.08 -0.27 -0.11
H -2.0644 2.4762 1.3418 0.18 -0.13 -0.03
H -1.4353 4.1196 1.3889 -0.16 0.01 -0.05
H -3.3425 2.9706 3.1137 -0.02 -0.01 0.04
C 3.7457 -1.2220 -0.0727 0.49 -0.11 0.02
O 2.9057 -1.8213 0.9186 0.23 0.17 -0.19
H 3.1359 -0.6253 -0.7427 -0.18 -0.01 0.07
H 4.5041 -0.5731 0.3793 -0.19 0.00 0.05
H 4.2741 -1.9759 -0.6673 -0.20 0.00 0.04
H 3.4360 -2.4570 1.4073 -0.10 -0.02 0.07
C -4.2820 0.9988 -0.4559 0.29 0.18 -0.20
O -3.3095 1.7381 -1.1941 -0.24 -0.28 0.38
H -4.0971 1.0334 0.6245 0.00 0.00 -0.06
H -5.2598 1.4460 -0.6428 0.09 0.01 -0.01
H -4.3267 -0.0538 -0.7666 0.07 0.08 0.03
H -2.4234 1.5655 -0.8275 -0.21 -0.05 -0.22
C -0.0074 -0.1303 1.0772 0.51 0.23 0.22
C 0.5199 0.8155 -0.0104 -0.41 0.37 -0.03
O -0.5669 1.5417 -0.5944 0.29 -0.09 0.08
O 0.1263 -1.5085 0.7685 -0.12 0.07 -0.09
H -1.0561 0.0736 1.2933 -0.07 -0.03 -0.28
H 0.5365 0.1094 2.0017 -0.03 -0.22 -0.06
H 1.0516 0.2575 -0.7911 -0.06 -0.17 0.14
H 1.2265 1.5121 0.4558 -0.03 -0.02 -0.13
H -0.2155 2.2993 -1.1093 -0.08 -0.13 0.05
H 1.0620 -1.7567 0.8596 -0.02 0.05 -0.05
```
Positions in Å, forces in eV/Å.

Values from the calculation:
Structure (SMILES): OCCO.CO.CO.CO.CO.CO.CO.CO.CO.CO.CO
E_tot: -1387.49124 hartree
Charge: 0
LUMO level: 0.3 eV


Record 5
Entry from the OMol25 dataset: a molecular structure, C10H13F6N2O6S3SiV (wB97M-V/def2-TZVPD).

The geometry in XYZ format:
```
42
Properties=species:S:1:pos:R:3:forces:R:3
V 0.2446 -0.2267 0.1047 0.72 -0.37 -0.12
F -0.2652 -5.2359 -0.3528 -0.01 0.01 0.02
C -0.2928 -4.4533 -1.4148 -0.04 0.01 -0.03
F -1.0463 -4.9803 -2.3601 0.03 -0.02 0.02
F 0.9360 -4.2519 -1.8652 0.01 0.02 -0.02
S -1.0261 -2.8232 -0.9370 -0.01 0.07 0.00
O -0.0038 -2.2809 0.0077 -0.15 0.29 -0.10
O -2.3145 -3.0589 -0.3930 -0.01 0.03 0.03
N -1.0912 -1.9404 -2.2275 0.12 -0.20 -0.11
S 0.1806 -1.2525 -2.8606 -0.14 0.04 0.07
O 1.0234 -0.6649 -1.7843 -0.29 0.03 -0.13
O 0.8637 -1.9463 -3.8865 0.03 -0.02 0.03
C -0.6226 0.2357 -3.6045 0.04 -0.07 0.00
F 0.3200 0.9411 -4.2064 -0.01 0.03 -0.01
F -1.5515 -0.1237 -4.4623 0.00 0.02 0.00
F -1.1628 0.9662 -2.6264 -0.02 0.01 0.04
O -1.5032 0.1758 0.3905 -0.27 0.04 -0.08
N -2.1273 -0.1105 1.5622 0.03 -0.03 -0.09
C -3.4725 -0.0171 1.5726 0.04 -0.01 0.01
C -4.1414 -0.2877 2.7316 0.01 0.00 -0.02
C -3.4055 -0.6558 3.8629 -0.01 0.00 0.03
C -2.0342 -0.7489 3.8072 0.03 -0.01 -0.01
C -1.3674 -0.4711 2.6123 -0.11 0.00 0.01
S 0.3382 -0.5393 2.3729 -0.02 -0.01 0.37
H -3.9159 0.2664 0.6302 -0.03 0.00 0.01
H -5.2182 -0.2199 2.7506 0.00 0.00 0.00
H -3.9165 -0.8762 4.7900 -0.01 0.00 -0.01
H -1.4510 -1.0410 4.6682 0.01 0.00 -0.01
C 3.4426 1.8780 1.5871 0.07 -0.04 0.03
Si 2.4818 2.3229 0.0713 -0.19 -0.07 -0.03
C 3.3561 2.0457 -1.5316 0.05 0.00 -0.01
C 1.6166 3.9527 0.1871 0.02 0.02 -0.01
O 1.1806 1.1382 0.0579 0.14 0.24 0.14
H 4.2765 2.5707 1.7226 -0.01 0.02 -0.01
H 3.8654 0.8734 1.5224 -0.01 0.00 -0.02
H 2.8216 1.9333 2.4830 -0.02 0.01 -0.01
H 4.1963 2.7386 -1.6207 0.00 0.00 0.00
H 2.6926 2.2195 -2.3804 -0.01 0.01 0.01
H 3.7517 1.0321 -1.6118 -0.01 0.00 0.02
H 2.3568 4.7567 0.2033 -0.01 0.00 0.00
H 1.0210 4.0348 1.0973 0.01 -0.02 0.01
H 0.9637 4.1243 -0.6700 0.01 -0.02 -0.01
```
Positions in Å, forces in eV/Å.

Values from the calculation:
E_tot: -3976.91540 hartree
Charge: +1
Expectation value of S²: 0.76
LUMO level (alpha / beta): -5.2 / -4.6 eV
Spin multiplicity: 2